Arrangement one

A 2-piece molecular cluster, C3H10N2O3 overall, computed with ωB97M-V with the def2-TZVPD basis set.

Each line ends with the Mulliken charge.
CARTESIAN COORDINATES (ANGSTROEM)
O1 -1.7298 0.1390 1.1161  -0.61
C1 -1.1803 1.0769 0.4812  0.49
N1 -0.6019 2.0623 1.2600  -0.41
C2 -0.6882 1.0440 -1.0278  -0.48
N2 0.5646 0.3038 -1.0539  -0.18
C3 0.7767 -0.6879 -1.9893  -0.37
O2 0.5390 -1.9332 -1.3806  -0.53
H1 -0.7999 2.0852 2.2636  0.24
H2 0.2605 2.5789 1.1195  0.22
H3 -0.7235 2.1063 -1.5028  0.26
H4 -1.4906 0.3655 -1.4819  0.30
H5 1.2537 0.2928 -0.2542  0.28
H6 1.8594 -0.8503 -2.2656  0.25
H7 0.2510 -0.5900 -3.0445  0.23
H8 -0.1865 -1.7385 -0.7626  0.34
H9 0.8495 -1.6979 1.6777  0.32
H10 1.4317 -0.9846 2.9353  0.32
O3 1.7042 -1.5469 2.1505  -0.65

Its SMILES is NC(=O)CNCO.O. For the LUMO energy, the calculation gives 0.5 eV. For the molar mass, the calculation gives 122.1 g mol⁻¹. For the HOMO energy, the calculation gives -9.190 eV.

=====

Arrangement two

C3H10N2O3 as an isolated structure, computed with ωB97M-V with the def2-TZVPD basis set.

Each line ends with the Mulliken charge.
CARTESIAN COORDINATES (ANGSTROEM)
H1 0.5536 -0.2952 0.6832  0.63
O1 1.0607 -0.9339 1.5557  -1.06
N1 -0.2143 0.1843 -0.2887  -0.14
H2 0.3368 -1.5632 1.6201  0.32
C1 -0.2383 -0.0973 -1.6222  -0.35
C2 -1.1257 1.1074 -0.0359  -0.24
C3 -1.2689 0.5621 -2.2153  -0.42
N2 -1.8257 1.3449 -1.2191  -0.07
H3 -2.6348 1.9556 -1.2508  0.22
H4 -1.6485 1.4450 0.8262  0.32
H5 -1.6448 0.4629 -3.2161  0.38
H6 0.5078 -0.8032 -1.9773  0.41
O2 0.3259 1.4376 2.4620  -0.69
H7 0.7119 0.5204 2.2392  0.40
H8 1.0686 1.8729 2.8946  0.29
O3 2.0190 -2.2809 -0.4875  -0.69
H9 1.8366 -1.7226 0.3153  0.43
H10 2.1801 -3.1966 -0.2833  0.27

For the LUMO energy, the calculation gives 0.6 eV. For the molar mass, the calculation gives 122.1 g mol⁻¹. For the HOMO energy, the calculation gives -9.674 eV.

=====

Arrangement three

A 2-piece molecular cluster, C3H10N2O3 overall, computed with ωB97M-V with the def2-TZVPD basis set.

Each line ends with the Mulliken charge.
CARTESIAN COORDINATES (ANGSTROEM)
C1 -0.2269 1.0491 -0.5236  0.09
C2 0.0576 1.9195 0.6916  -1.40
O1 0.6541 1.4338 -1.5832  -0.55
H1 0.5260 0.8007 -2.3004  0.36
H2 -1.2744 1.1707 -0.8148  0.38
H3 0.6186 -0.0756 0.0220  0.19
H4 -0.6154 1.6477 1.5083  0.32
H5 1.0924 1.8164 1.0337  0.38
H6 -0.1009 2.9774 0.4594  0.37
N1 0.7432 -1.2523 0.3062  -0.05
C3 -0.6083 -1.0341 -0.4449  0.58
N2 0.6294 -1.6095 1.6801  -0.70
O2 -0.3281 -1.3294 -1.7706  -0.52
O3 -1.6580 -1.2804 0.1102  -0.65
H7 -1.1817 -1.5125 -2.1877  0.36
H8 1.3668 -1.8885 -0.1890  0.28
H9 -0.2635 -2.0872 1.7934  0.29
H10 0.5691 -0.7458 2.2091  0.29

For the LUMO energy, the calculation gives 0.6 eV. For the molar mass, the calculation gives 122.1 g mol⁻¹. For the HOMO energy, the calculation gives -7.992 eV.

=====

Arrangement four

A 2-piece molecular cluster, C3H10N2O3 overall, computed with ωB97M-V with the def2-TZVPD basis set.

Each line ends with the Mulliken charge.
CARTESIAN COORDINATES (ANGSTROEM)
C1 0.2913 0.9349 0.6710  -0.96
N1 -0.8625 1.1692 -0.1648  -0.12
C2 -1.9072 0.3577 0.0801  0.57
O1 -2.0264 0.1749 1.4827  -0.48
O2 -2.8546 0.2477 -0.6682  -0.60
C3 1.5050 0.0710 0.2448  0.03
N2 1.4644 -1.2500 0.9761  -0.60
H1 0.4160 1.9679 1.0311  0.44
H2 -0.0381 0.5488 1.6551  0.36
H3 -0.8134 1.4273 -1.1567  0.23
H4 -2.7400 -0.4621 1.5932  0.33
H5 2.5461 0.3872 0.4316  0.21
H6 1.5784 -0.2038 -0.8374  0.26
H7 1.5430 -2.0603 0.4492  0.20
H8 0.6503 -1.2723 1.6009  0.20
H9 0.4956 -1.4072 -2.6854  0.26
H10 0.3103 0.0844 -2.6509  0.31
O3 0.4418 -0.7152 -2.0523  -0.64

Its SMILES is NCCNC(=O)O.O. For the LUMO energy, the calculation gives 0.3 eV. For the molar mass, the calculation gives 122.1 g mol⁻¹. For the HOMO energy, the calculation gives -8.644 eV.

=====

Most stable: arrangement two. Least stable: arrangement three.

=====

Arrangement one

An isolated molecule of C5H10S3, computed with ωB97M-V with the def2-TZVPD basis set.

Each line ends with the Mulliken charge.
CARTESIAN COORDINATES (ANGSTROEM)
C1 -0.2000 0.6082 -2.8289  -0.83
C2 -0.0144 -0.5207 -0.1160  -0.38
C3 -0.7102 0.7763 0.1349  -0.75
C4 -0.4939 1.0723 1.6153  -0.27
C5 1.9837 -2.0292 0.5951  -0.75
H1 -0.8518 1.4248 -2.7571  0.32
H2 0.7939 0.9767 -2.4938  0.26
H3 -0.0417 0.2946 -3.9021  0.32
H4 -0.3944 -1.2711 0.5203  0.47
H5 -1.7890 0.7064 -0.1717  0.40
H6 -0.4059 1.6147 -0.4433  0.40
H7 0.6513 1.0010 1.8742  0.23
H8 1.8437 -2.7846 -0.2558  0.24
H9 1.2297 -2.2486 1.3269  0.26
H10 3.0280 -2.0793 0.9497  0.33
S1 -0.5270 -0.9698 -1.8263  -0.07
S2 -1.7634 1.5538 2.5566  -0.21
S3 1.8245 -0.4013 -0.1708  0.03

Its SMILES is CSC(CC=S)SC. For the LUMO energy, the calculation gives -0.3 eV. For the molar mass, the calculation gives 166.3 g mol⁻¹. For the HOMO energy, the calculation gives -8.365 eV.

=====

Arrangement two

A 2-piece molecular cluster, C5H10S3 overall, computed with ωB97M-V with the def2-TZVPD basis set.

Each line ends with the Mulliken charge.
CARTESIAN COORDINATES (ANGSTROEM)
C1 -1.4642 -0.6162 -0.0523  0.18
C2 -0.6566 0.3865 -0.7121  -0.08
C3 -2.1705 -0.0080 1.1696  -1.22
C4 0.3410 0.0711 -1.5144  -1.15
C5 2.1618 -0.0904 0.1687  0.02
S1 1.6404 -1.5215 0.8004  -0.18
S2 3.3168 -0.2460 -1.1256  -0.07
S3 2.1327 1.2988 1.2245  -0.14
H1 -2.1387 -1.2978 -0.6528  0.35
H2 -0.8281 1.4684 -0.7177  0.30
H3 -1.4738 0.1130 1.9259  0.29
H4 -2.8642 0.8907 0.9486  0.28
H5 -2.8603 -0.7790 1.5575  0.36
H6 0.7058 -0.9342 -1.7402  0.47
H7 0.7632 0.6775 -2.2375  0.43
H8 -0.7884 -1.2910 0.5435  -0.10
H9 3.2656 1.0886 -1.2638  0.14
H10 0.9175 0.7896 1.6776  0.13

Its SMILES is S=C(S)S.C=CCC. For the LUMO energy, the calculation gives -0.6 eV. For the molar mass, the calculation gives 166.3 g mol⁻¹. For the HOMO energy, the calculation gives -8.578 eV.

=====

Most stable: arrangement one. Least stable: arrangement two.